{
  "formula": "C33H48N2O4S",
  "method": "wB97M-V/def2-TZVPD",
  "elements": ["C", "C", "C", "C", "C", "C", "C", "C", "C", "C", "C", "C", "C", "C", "C", "O", "C", "C", "C", "C", "C", "C", "C", "C", "C", "S", "C", "N", "N", "C", "O", "C", "C", "C", "C", "O", "C", "C", "C", "O", "H", "H", "H", "H", "H", "H", "H", "H", "H", "H", "H", "H", "H", "H", "H", "H", "H", "H", "H", "H", "H", "H", "H", "H", "H", "H", "H", "H", "H", "H", "H", "H", "H", "H", "H", "H", "H", "H", "H", "H", "H", "H", "H", "H", "H", "H", "H", "H"],
  "coordinates": [[8.318439, -4.088292, 2.507280], [8.585608, -2.604517, 2.242944], [7.989052, -2.148753, 0.899491], [7.537746, -0.665958, 0.902124], [6.015973, -0.500248, 0.813473], [5.604173, 0.801303, 0.120868], [4.101909, 1.091401, 0.276251], [3.272759, 0.474093, -0.844726], [1.771228, 0.434925, -0.520755], [1.112957, 1.806216, -0.795194], [-0.178491, 1.977505, -0.046944], [-1.399045, 1.481277, -0.572527], [-1.437534, 0.792015, -1.922438], [-1.230511, 1.695647, -3.163631], [-0.276054, 1.023918, -4.128820], [-0.262133, 1.712901, -5.362781], [0.440007, 0.989388, -6.350928], [-2.606224, 1.584366, 0.170304], [-3.926272, 1.103301, -0.395416], [-5.178501, 1.594006, 0.326577], [-5.604112, 0.671228, 1.487778], [-7.103597, 0.337279, 1.452826], [-7.385102, -0.798363, 0.444897], [-7.518052, -2.183367, 1.085378], [-6.177065, -2.945201, 1.091138], [-6.151744, -4.197511, -0.236995], [-4.603577, -3.832047, -0.930862], [-4.059612, -2.671541, -1.130802], [-2.817095, -2.919974, -1.690606], [-2.729280, -4.200822, -1.804200], [-3.813458, -4.853476, -1.333218], [-2.573512, 2.142001, 1.448598], [-1.371385, 2.606823, 1.972910], [-0.178353, 2.548970, 1.238308], [1.027362, 3.090514, 1.924417], [1.918822, 3.690552, 1.384854], [1.043912, 2.905514, 3.398269], [-0.094704, 2.946585, 4.083246], [-1.359727, 3.155258, 3.351812], [-2.296540, 3.726491, 3.833080], [8.688112, -4.389809, 3.481434], [7.244850, -4.252302, 2.472215], [8.778877, -4.693151, 1.729609], [9.652028, -2.396322, 2.267177], [8.108611, -2.036772, 3.040544], [7.138948, -2.794448, 0.697868], [8.721889, -2.295312, 0.109078], [8.019943, -0.114628, 0.099230], [7.878539, -0.234506, 1.840169], [5.602050, -0.486324, 1.819423], [5.577268, -1.322450, 0.252812], [6.179905, 1.631815, 0.526211], [5.840466, 0.726491, -0.939503], [3.770851, 0.723991, 1.247355], [3.950934, 2.168088, 0.276813], [3.383967, 1.118689, -1.717171], [3.638984, -0.520829, -1.085357], [1.650484, 0.239370, 0.544123], [1.282959, -0.338807, -1.106685], [0.970145, 1.928983, -1.859161], [1.821778, 2.569347, -0.508780], [-0.662286, 0.025818, -1.922108], [-2.364872, 0.257817, -2.063607], [-2.158084, 1.843564, -3.705206], [-0.807693, 2.648091, -2.858237], [0.740980, 0.958279, -3.729338], [-0.614052, -0.007778, -4.295191], [0.761774, 1.672036, -7.127702], [-0.202576, 0.207266, -6.760731], [1.323457, 0.499996, -5.935666], [-3.973653, 1.456931, -1.424810], [-3.940281, 0.015473, -0.457295], [-6.009338, 1.624016, -0.373987], [-5.058844, 2.607595, 0.697335], [-5.061149, -0.267312, 1.407504], [-5.352541, 1.097326, 2.457832], [-7.661042, 1.218730, 1.145778], [-7.447241, 0.041966, 2.440258], [-8.304725, -0.568287, -0.088460], [-6.582230, -0.837000, -0.288676], [-7.856235, -2.100025, 2.114291], [-8.257663, -2.776041, 0.553954], [-6.023186, -3.451174, 2.036208], [-5.354481, -2.281963, 0.860979], [-1.889504, -4.724384, -2.215297], [-3.449604, 2.238645, 2.066170], [1.989134, 2.767934, 3.897055], [-0.093916, 2.827958, 5.155564]],
  "forces_ev_per_angstrom": [[0.15, 0.51, -0.25], [-0.40, -0.29, -0.20], [0.25, 0.43, 0.43], [-0.14, -0.71, 0.05], [0.30, 0.63, -0.32], [-0.38, -0.08, 0.36], [0.46, 0.07, -0.29], [-0.53, 0.29, 0.26], [0.30, 0.55, -0.06], [0.22, -0.35, 0.04], [-0.66, 0.07, 0.08], [-0.40, 0.13, 0.41], [0.38, 0.23, -0.14], [0.55, -0.30, 0.25], [-0.32, -0.23, -0.37], [0.22, 0.16, 0.12], [-0.13, -0.14, 0.27], [0.42, 0.04, 0.23], [0.13, 0.59, -0.34], [-0.11, -0.63, 0.43], [-0.34, 0.17, 0.16], [0.52, -0.30, -0.46], [-0.52, 0.16, 0.30], [0.59, -0.06, -0.08], [-0.54, 0.05, -0.16], [0.05, -0.15, 0.00], [0.03, 0.52, 0.02], [-0.27, -0.39, 0.17], [0.06, -0.49, -0.10], [0.20, 0.86, 0.02], [0.15, -0.04, -0.18], [0.82, 0.20, -0.30], [-0.11, -0.20, -0.48], [-0.61, -0.33, -0.23], [-0.38, -0.20, 0.20], [0.73, 0.25, -0.42], [-0.36, -0.21, 0.31], [0.62, -0.23, 0.08], [0.56, -0.31, -0.39], [-0.98, 0.33, 0.60], [0.10, -0.16, 0.10], [-0.15, -0.18, 0.06], [0.06, -0.21, 0.01], [0.15, 0.10, 0.13], [0.06, 0.16, 0.14], [-0.18, -0.05, -0.24], [0.01, -0.21, -0.13], [0.04, 0.05, -0.17], [0.11, 0.33, 0.02], [-0.18, -0.25, 0.12], [-0.09, -0.26, 0.09], [0.13, 0.07, 0.06], [0.16, 0.09, -0.17], [-0.10, -0.06, 0.13], [-0.14, 0.14, 0.09], [0.24, -0.21, -0.33], [0.07, -0.15, -0.06], [-0.11, -0.39, 0.07], [-0.16, -0.19, 0.13], [-0.12, -0.02, -0.29], [0.00, 0.23, 0.14], [0.07, -0.08, 0.00], [-0.15, -0.23, 0.18], [-0.23, 0.27, 0.09], [-0.18, 0.30, -0.10], [0.12, 0.04, 0.12], [-0.03, -0.10, -0.01], [-0.10, 0.12, -0.15], [-0.02, -0.06, -0.20], [0.17, 0.03, 0.08], [-0.01, 0.00, -0.16], [0.01, -0.16, -0.01], [0.00, -0.01, -0.27], [0.06, 0.22, -0.08], [0.23, -0.09, 0.13], [0.12, 0.11, 0.05], [-0.08, 0.20, 0.15], [-0.15, 0.02, 0.15], [-0.08, -0.03, -0.13], [0.01, 0.06, -0.29], [-0.17, 0.09, 0.13], [-0.15, -0.07, -0.01], [0.20, -0.13, 0.08], [0.15, 0.06, 0.23], [-0.05, -0.37, -0.02], [-0.17, -0.02, 0.01], [0.28, 0.18, -0.08], [-0.23, 0.23, 0.16]],
  "smiles": "CCCCCCCCCCc1c(CCCOC)c(CCCCCCCSc2nnco2)cc2c1C(=O)C=CC2=O",
  "fmax_ev_per_a": 1.2,
  "charge": 0,
  "total_energy_ha": -2094.83962,
  "gap_ev": 8.4,
  "lumo_ev": -0.58
}